#P
ORCA calculation (the ωB97M-V functional and the def2-TZVPD basis) on a cluster of 2 separate species, C17H25NO4 in total.

Last column: natural (NBO) charge in e.
CARTESIAN COORDINATES (ANGSTROEM)
C (-3.916, -1.086, -2.837)  -0.622
C (-2.691, -0.245, -2.546)  -0.070
O (-1.557, -1.092, -2.295)  -0.567
C (-0.455, -0.368, -1.910)  0.748
C (0.725, -1.212, -1.848)  -0.462
C (0.691, -2.449, -2.644)  -0.618
C (1.969, -0.698, -1.324)  0.512
C (3.208, -1.525, -1.579)  -0.709
O (2.026, 0.358, -0.672)  -0.698
O (-0.546, 0.824, -1.660)  -0.680
H (-4.772, -0.414, -2.949)  0.210
H (-3.806, -1.659, -3.764)  0.210
H (-4.133, -1.781, -2.016)  0.198
H (-2.456, 0.392, -3.413)  0.185
H (-2.861, 0.396, -1.671)  0.179
H (-0.329, -2.667, -2.987)  0.233
H (1.339, -2.378, -3.539)  0.187
H (1.039, -3.303, -2.040)  0.173
H (3.000, -2.594, -1.592)  0.210
H (3.610, -1.225, -2.549)  0.229
H (3.948, -1.299, -0.815)  0.210
C (0.376, 5.447, 2.116)  -0.258
O (1.484, 4.522, 2.244)  -0.479
C (1.249, 3.192, 2.358)  0.395
C (2.368, 2.327, 2.307)  -0.281
C (2.197, 0.991, 2.104)  -0.056
C (0.903, 0.421, 1.922)  -0.215
C (0.773, -0.935, 1.469)  0.329
N (-0.358, -1.616, 1.321)  -0.328
C (-0.421, -3.070, 1.557)  -0.409
C (-1.610, -0.998, 0.850)  -0.448
C (-0.207, 1.259, 2.181)  -0.039
C (-0.057, 2.632, 2.354)  -0.346
H (0.843, 6.420, 2.022)  0.209
H (-0.228, 5.225, 1.219)  0.197
H (-0.260, 5.416, 3.015)  0.181
H (3.362, 2.781, 2.418)  0.237
H (3.079, 0.347, 2.051)  0.226
H (1.695, -1.553, 1.387)  0.224
H (-1.400, -3.434, 1.244)  0.225
H (0.370, -3.584, 0.995)  0.230
H (-0.273, -3.286, 2.626)  0.210
H (-2.109, -1.679, 0.144)  0.238
H (-2.291, -0.809, 1.696)  0.195
H (-1.392, -0.061, 0.316)  0.272
H (-1.192, 0.828, 2.239)  0.203
H (-0.935, 3.242, 2.495)  0.226

## Properties
Charge   0
HOMO level   -6.060 eV
Gap between HOMO and LUMO   5.1 eV

=====

#Q
ORCA calculation (the ωB97M-V functional and the def2-TZVPD basis) on an isolated molecule of C17H25NO4.

Last column: natural (NBO) charge in e.
CARTESIAN COORDINATES (ANGSTROEM)
C (8.091, 1.155, -0.069)  -0.599
C (6.964, 0.192, 0.285)  -0.395
C (5.600, 0.873, 0.201)  -0.392
C (4.448, -0.011, 0.674)  -0.424
C (4.213, -1.220, -0.235)  -0.063
O (3.061, -1.953, 0.134)  -0.489
C (1.828, -1.482, -0.177)  0.320
C (1.555, -0.348, -0.939)  -0.271
C (0.246, 0.007, -1.197)  -0.153
C (-0.820, -0.732, -0.695)  -0.192
C (-2.196, -0.276, -1.022)  0.676
O (-2.456, 0.380, -2.014)  -0.632
N (-3.146, -0.610, -0.113)  -0.610
C (-4.546, -0.332, -0.322)  -0.162
C (-4.998, 0.887, 0.511)  -0.386
C (-6.346, 1.449, 0.072)  -0.401
C (-6.736, 2.661, 0.910)  -0.599
C (-5.337, -1.559, 0.085)  0.796
O (-4.932, -2.394, 0.852)  -0.607
O (-6.543, -1.613, -0.474)  -0.675
C (-0.544, -1.876, 0.053)  -0.160
C (0.759, -2.245, 0.304)  -0.264
H (8.100, 2.001, 0.615)  0.201
H (7.964, 1.535, -1.080)  0.201
H (9.055, 0.655, -0.010)  0.209
H (7.115, -0.185, 1.299)  0.195
H (6.995, -0.660, -0.396)  0.192
H (5.619, 1.773, 0.820)  0.205
H (5.417, 1.187, -0.830)  0.194
H (3.531, 0.583, 0.710)  0.213
H (4.645, -0.369, 1.686)  0.206
H (4.156, -0.910, -1.286)  0.170
H (5.030, -1.937, -0.132)  0.196
H (2.349, 0.260, -1.342)  0.211
H (0.027, 0.878, -1.796)  0.235
H (-2.924, -1.180, 0.688)  0.416
H (-4.694, -0.116, -1.385)  0.255
H (-5.031, 0.607, 1.567)  0.202
H (-4.232, 1.656, 0.390)  0.221
H (-7.117, 0.681, 0.161)  0.206
H (-6.286, 1.737, -0.979)  0.202
H (-5.990, 3.446, 0.814)  0.202
H (-6.817, 2.391, 1.961)  0.200
H (-7.695, 3.056, 0.583)  0.210
H (-7.026, -2.401, -0.175)  0.501
H (-1.343, -2.505, 0.419)  0.213
H (0.985, -3.133, 0.873)  0.226

## Properties
Charge   0
HOMO level   -8.569 eV
Gap between HOMO and LUMO   9.2 eV
SMILES   CCCCCOc1ccc(C(=O)N[C@H](CCC)C(=O)O)cc1

=====

#R
ORCA calculation (the ωB97M-V functional and the def2-TZVPD basis) on an isolated molecule of C17H25NO4.

Last column: natural (NBO) charge in e.
CARTESIAN COORDINATES (ANGSTROEM)
C (-1.923, -4.403, -1.837)  -0.575
C (-2.651, -4.509, -0.642)  -0.241
C (-3.787, -5.403, -0.661)  -0.607
C (-2.794, -3.407, 0.302)  -0.439
C (-3.625, -2.584, -0.311)  -0.081
O (-3.790, -1.293, 0.430)  -0.550
C (-3.124, -0.147, 0.455)  0.407
C (-1.877, -0.343, -0.373)  -0.298
C (-1.073, 0.886, -0.468)  -0.086
C (-1.174, 1.908, 0.671)  -0.186
C (-0.345, 3.121, 0.548)  0.520
O (-0.479, 3.964, 1.435)  -0.564
C (1.016, 2.938, -0.125)  -0.509
C (2.054, 2.061, 0.706)  -0.263
N (3.199, 1.944, -0.529)  -0.598
C (4.078, 1.252, 0.339)  -0.201
C (5.245, 1.628, 1.119)  -0.594
C (4.884, 0.391, -0.919)  0.794
O (5.863, -0.046, -0.807)  -0.537
O (4.217, 0.666, -2.038)  -0.647
C (-2.438, 1.910, 1.517)  -0.081
C (-3.173, 0.783, 1.492)  -0.308
H (-1.123, -3.837, -1.796)  0.206
H (-1.730, -5.417, -2.497)  0.231
H (-2.659, -3.792, -2.556)  0.176
H (-1.916, -5.274, 0.067)  0.177
H (-4.229, -5.578, 0.422)  0.231
H (-4.498, -4.927, -1.497)  0.190
H (-3.536, -6.407, -1.304)  0.226
H (-1.678, -2.872, 0.318)  0.223
H (-3.227, -3.753, 1.304)  0.245
H (-3.482, -2.085, -1.248)  0.219
H (-4.795, -2.777, -0.165)  0.233
H (-1.532, -1.093, -0.890)  0.189
H (-0.313, 0.814, -0.883)  0.125
H (0.828, 2.681, -1.165)  0.223
H (1.519, 3.992, -0.110)  0.214
H (1.470, 1.146, 0.495)  0.214
H (2.200, 2.410, 1.814)  0.253
H (3.492, 2.874, -0.400)  0.357
H (3.671, 0.367, 0.703)  0.197
H (4.792, 2.162, 2.232)  0.157
H (5.644, 2.598, 0.782)  0.214
H (6.005, 0.963, 1.381)  0.254
H (3.513, 0.971, -1.896)  0.457
H (-2.417, 2.576, 2.197)  0.209
H (-4.081, 0.569, 1.970)  0.225

## Properties
Charge   0
HOMO level   -8.250 eV
Gap between HOMO and LUMO   8.2 eV
SMILES   CC(C)CCOc1ccc(C(=O)CCN[C@H](C)C(=O)O)cc1

=====

Each structure's energy above the most stable one, in hartree: #P 0.1602; #Q 0.0000; #R 0.6348.

=====

#P
ORCA calculation (the ωB97M-V functional and the def2-TZVPD basis) on an isolated molecule of C3H4ClNO2.

Last column: natural (NBO) charge in e.
CARTESIAN COORDINATES (ANGSTROEM)
O (2.441, -0.763, 0.314)  -0.511
C (1.381, -1.028, -0.230)  0.390
C (0.148, -0.197, -0.149)  0.066
C (0.100, 0.968, 0.851)  -0.446
Cl (-0.560, 2.490, 0.219)  -0.022
N (-0.768, -0.724, -0.888)  -0.054
O (-1.958, -0.034, -0.760)  -0.540
H (1.254, -1.851, -0.946)  0.138
H (1.122, 1.107, 1.170)  0.253
H (-0.531, 0.617, 1.672)  0.239
H (-2.630, -0.585, -1.252)  0.487

## Properties
Charge   0
HOMO level   -10.360 eV
Gap between HOMO and LUMO   10.2 eV
SMILES   O=C/C(CCl)=N/O

=====

#Q
ORCA calculation (the ωB97M-V functional and the def2-TZVPD basis) on a cluster of 2 separate species, C3H4ClNO2 in total.

Last column: natural (NBO) charge in e.
CARTESIAN COORDINATES (ANGSTROEM)
C (0.342, -0.196, 0.129)  -0.489
C (-0.930, 0.151, -0.315)  -0.109
C (-0.162, -0.566, -1.256)  -0.244
N (-1.994, -2.047, 1.123)  0.513
O (-3.123, -1.806, 1.396)  -0.242
O (-1.134, -2.888, 1.419)  -0.298
Cl (0.674, 0.318, -2.583)  -0.079
H (1.169, 0.515, 0.495)  0.252
H (0.319, -1.130, 0.819)  0.246
H (-1.394, 1.093, -0.257)  0.209
H (-0.375, -1.499, -1.706)  0.241

## Properties
Charge   0
HOMO level (spin up / spin down)   -10.290 / -8.782 eV
Gap between HOMO and LUMO (spin up / spin down)   9.5 / 7.1 eV

=====

Each structure's energy above the most stable one, in hartree: #P 0.0000; #Q 0.1865.

=====

#P
ORCA calculation (the ωB97M-V functional and the def2-TZVPD basis) on an isolated molecule of C10H13NS.

Last column: natural (NBO) charge in e.
CARTESIAN COORDINATES (ANGSTROEM)
C (0.114, 2.101, -0.813)  -0.249
C (-1.520, 1.755, -2.842)  -0.229
C (0.378, 1.370, 0.349)  0.011
C (-2.259, 0.766, -3.333)  -0.329
C (-0.628, 1.354, -1.739)  -0.219
C (-0.697, -0.010, -1.759)  -0.033
C (2.108, -0.986, 0.803)  -0.621
C (-0.229, -2.112, 0.923)  -0.602
C (0.357, -0.345, 2.817)  -0.591
C (0.600, -0.852, 1.285)  0.144
N (-0.054, 0.103, 0.460)  -0.377
S (-1.811, -0.871, -2.757)  0.352
H (0.407, 3.062, -1.086)  0.219
H (-1.801, 2.712, -3.197)  0.226
H (1.001, 1.961, 1.003)  0.200
H (-3.004, 0.686, -4.019)  0.213
H (2.603, -0.028, 1.027)  0.207
H (2.487, -1.978, 1.235)  0.213
H (2.036, -0.968, -0.193)  0.212
H (-0.382, -1.903, -0.098)  0.230
H (0.324, -2.986, 1.187)  0.197
H (-1.029, -2.036, 1.520)  0.202
H (-0.692, -0.325, 2.812)  0.216
H (0.808, -1.007, 3.415)  0.205
H (0.884, 0.537, 3.001)  0.203

## Properties
Charge   0
HOMO level (spin up / spin down)   -7.708 / -7.475 eV
Gap between HOMO and LUMO (spin up / spin down)   7.0 / 7.1 eV

=====

#Q
ORCA calculation (the ωB97M-V functional and the def2-TZVPD basis) on an isolated molecule of C10H13NS.

Last column: natural (NBO) charge in e.
CARTESIAN COORDINATES (ANGSTROEM)
C (0.964, -1.143, 0.312)  -0.163
C (0.510, 0.148, -0.085)  0.003
C (2.886, -0.204, -0.225)  0.082
C (0.108, -2.221, 0.182)  -0.176
C (-1.462, -0.200, -1.211)  0.222
C (-0.954, 0.427, 0.135)  -0.259
C (4.286, 0.149, -0.306)  -0.661
C (-2.829, -0.651, -1.025)  -0.826
C (-1.439, 1.857, -0.126)  -0.608
C (-1.499, -0.011, 1.492)  -0.627
N (2.360, -1.200, 0.341)  -0.365
S (1.776, 1.139, -0.452)  0.467
H (0.574, -3.195, 0.284)  0.146
H (4.787, -0.318, -1.144)  0.238
H (4.375, 1.128, -0.628)  0.218
H (4.864, -0.019, 0.551)  0.242
H (-3.014, -1.509, -1.607)  0.261
H (-3.608, 0.036, -1.472)  0.269
H (-3.224, -0.737, -0.054)  0.192
H (-0.829, 2.467, -0.725)  0.224
H (-1.348, 2.357, 0.854)  0.216
H (-2.524, 1.933, -0.293)  0.231
H (-1.582, -1.080, 1.362)  0.256
H (-2.408, 0.554, 1.719)  0.208
H (-0.772, 0.295, 2.119)  0.210

## Properties
Charge   0
HOMO level   -7.983 eV
Gap between HOMO and LUMO   7.4 eV

=====

Each structure's energy above the most stable one, in hartree: #P 0.0000; #Q 0.0778.

=====

#P
ORCA calculation (the ωB97M-V functional and the def2-TZVPD basis) on an isolated molecule of C4H7FS.

Last column: natural (NBO) charge in e.
CARTESIAN COORDINATES (ANGSTROEM)
C (0.471, 1.554, -0.126)  -0.391
C (0.300, 0.253, 0.116)  -0.032
C (1.151, -0.721, -0.642)  0.022
F (1.639, -1.608, 0.189)  -0.361
C (-0.838, -0.473, 0.778)  -0.549
S (-2.346, -0.735, -0.307)  -0.034
H (-0.303, 2.179, 0.360)  0.199
H (1.500, 1.919, -0.419)  0.221
H (1.956, -0.220, -1.077)  0.163
H (0.528, -1.396, -1.301)  0.172
H (-0.433, -1.462, 1.074)  0.246
H (-1.129, 0.121, 1.683)  0.227
H (-2.497, 0.588, -0.328)  0.119

## Properties
Charge   0
HOMO level   -9.269 eV
Gap between HOMO and LUMO   10.1 eV
SMILES   C=C(CF)CS

=====

#Q
ORCA calculation (the ωB97M-V functional and the def2-TZVPD basis) on an isolated molecule of C4H7FS.

Last column: natural (NBO) charge in e.
CARTESIAN COORDINATES (ANGSTROEM)
C (-1.347, -0.336, 2.104)  -0.755
S (-0.214, 0.813, 1.256)  0.223
C (0.492, -0.151, -0.037)  -0.424
C (1.346, 0.462, -1.037)  -0.445
C (0.067, -0.110, -1.433)  0.177
F (0.051, -1.269, -2.324)  -0.371
H (-1.229, -1.395, 1.582)  0.235
H (-0.921, -0.470, 3.155)  0.227
H (-2.346, 0.080, 2.115)  0.229
H (0.947, -1.114, 0.363)  0.242
H (1.561, 1.652, -1.125)  0.228
H (2.258, -0.101, -1.127)  0.242
H (-0.655, 0.574, -1.724)  0.192

## Properties
Charge   0
HOMO level   -8.776 eV
Gap between HOMO and LUMO   9.7 eV
SMILES   CS[C@@H]1C[C@H]1F

=====

#R
ORCA calculation (the ωB97M-V functional and the def2-TZVPD basis) on an isolated molecule of C4H7FS.

Last column: natural (NBO) charge in e.
CARTESIAN COORDINATES (ANGSTROEM)
C (-0.628, -0.080, -1.713)  -0.630
C (-0.375, 0.532, -0.359)  0.238
C (-1.610, 0.464, 0.516)  -0.619
F (-0.118, 1.891, -0.528)  -0.370
C (0.794, -0.018, 0.389)  -0.275
S (1.144, -1.491, 0.937)  0.081
H (0.247, 0.097, -2.375)  0.227
H (-1.534, 0.333, -2.167)  0.225
H (-0.715, -1.186, -1.587)  0.232
H (-1.947, -0.579, 0.677)  0.228
H (-1.437, 0.950, 1.497)  0.225
H (-2.397, 0.989, -0.019)  0.223
H (1.449, 0.847, 0.737)  0.216

## Properties
Charge   0
HOMO level   -8.991 eV
Gap between HOMO and LUMO   8.6 eV
SMILES   CC(C)(F)C=S

=====

#S
ORCA calculation (the ωB97M-V functional and the def2-TZVPD basis) on an isolated molecule of C4H7FS.

Last column: natural (NBO) charge in e.
CARTESIAN COORDINATES (ANGSTROEM)
F (-1.592, -1.625, 0.530)  -0.387
C (-1.171, -0.608, -0.386)  0.043
C (0.217, -0.278, 0.051)  -0.215
S (1.372, -1.693, 0.239)  0.008
C (0.242, 0.784, 1.131)  -0.404
C (0.612, 1.098, -0.339)  -0.423
H (-1.306, -1.119, -1.380)  0.180
H (-1.849, 0.246, -0.349)  0.174
H (1.585, -1.635, -1.138)  0.129
H (-0.715, 1.109, 1.490)  0.221
H (1.087, 0.710, 1.723)  0.226
H (1.655, 1.361, -0.656)  0.235
H (-0.137, 1.650, -0.916)  0.214

## Properties
Charge   0
HOMO level   -9.329 eV
Gap between HOMO and LUMO   10.2 eV
SMILES   FCC1(S)CC1

=====

Each structure's energy above the most stable one, in hartree: #P 0.0378; #Q 0.0529; #R 0.0000; #S 0.0290.